No. 1
The following is a DFT calculation (ωB97M-V/def2-TZVPD) of a cluster of 3 separate species, C18H42N6O6 in total at a distorted geometry.

Results
molecular weight = 438.6 g mol⁻¹
gap between HOMO and LUMO = 6.83 eV
HOMO energy = -0.2969 Ha
ΔE to the lowest compared entry with this formula, charge and spin = 9.080 eV
LUMO energy = -1.2487 eV

The geometry in ORCA input format:
```
! RIJCOSX wB97M-V def2-TZVPD def2/J DEFGRID3
* xyz 0 1
C 0.7397 -2.1208 -0.5980
N 0.3254 -0.9642 -1.3758
C -1.0876 -0.5925 -1.2833
N -1.9644 -1.6990 -0.8928
C -3.1742 -1.4731 -0.0826
C -4.3261 -1.8100 -1.0623
C -5.6048 -0.8851 -1.0718
O -5.4108 0.2009 -0.5049
O -6.5937 -1.3711 -1.6306
N -3.6842 -1.8119 -2.4282
C -2.4861 -2.3664 -1.9878
N -1.9308 -3.4422 -2.4913
H 0.4456 -2.0858 0.4555
H 1.8252 -2.1767 -0.6375
H 0.3723 -3.0495 -1.0225
H 0.8947 -0.1680 -1.1317
H -1.2712 0.2337 -0.5979
H -1.3968 -0.2357 -2.2732
H -3.1833 -2.3085 0.6181
H -3.2152 -0.5682 0.5080
H -4.6695 -2.8377 -0.9519
H -3.5388 -0.8303 -2.6644
H -1.8656 -3.6248 -3.4798
H -1.6006 -4.1542 -1.8591
C -3.4225 0.0351 3.7402
O -2.3843 -0.8454 3.3377
C -1.1078 -0.2289 3.2450
C -0.1675 -0.7682 4.3003
N -0.5614 -0.3217 5.6289
C 0.1563 -0.9720 6.7212
C -0.0468 -2.4706 6.9154
O -1.3525 -2.8293 7.3218
C -2.2880 -3.0235 6.2774
H -4.3619 -0.5064 3.6506
H -3.3009 0.3555 4.7802
H -3.4671 0.9156 3.0939
H -1.1877 0.8598 3.3083
H -0.6989 -0.4785 2.2583
H 0.8465 -0.4129 4.0925
H -0.1686 -1.8641 4.2129
H -1.5517 -0.4908 5.7485
H -0.1513 -0.4770 7.6453
H 1.2264 -0.7764 6.5994
H 0.6124 -2.7824 7.7299
H 0.2548 -3.0513 6.0349
H -1.8108 -3.3988 5.3683
H -2.8341 -2.1042 6.0474
H -3.0146 -3.7610 6.6183
C 1.9568 3.9938 -6.1953
O 3.3473 3.8612 -5.9733
C 3.8806 4.7941 -5.0412
C 4.3464 4.0929 -3.7846
N 3.2155 3.5867 -3.0167
C 3.5818 2.7104 -1.9100
C 4.2443 1.3774 -2.2418
O 3.4007 0.4643 -2.9197
C 3.3693 0.5979 -4.3297
H 1.6906 3.3197 -7.0075
H 1.3737 3.7197 -5.3091
H 1.6988 5.0148 -6.4909
H 3.1553 5.5779 -4.8064
H 4.7444 5.2680 -5.5158
H 4.9073 4.8000 -3.1668
H 5.0316 3.2903 -4.0903
H 2.6013 3.0795 -3.6404
H 2.6630 2.4923 -1.3582
H 4.2342 3.2647 -1.2282
H 4.4966 0.8976 -1.2919
H 5.1891 1.5020 -2.7835
H 4.3210 0.9594 -4.7260
H 2.5637 1.2623 -4.6543
H 3.1692 -0.3883 -4.7490
*
```

---

No. 2
The following is a DFT calculation (ωB97M-V/def2-TZVPD) of a structure of composition C18H43CdN2O5 at a distorted geometry.

Results
molecular weight = 480.0 g mol⁻¹
gap between HOMO and LUMO = 4.96 eV
HOMO energy = -0.3143 Ha
LUMO energy = -3.5881 eV

The geometry in ORCA input format:
```
! RIJCOSX wB97M-V def2-TZVPD def2/J DEFGRID3
* xyz 1 1
Cd 1.0892 0.8074 -0.3468
C -2.9692 -0.6706 -1.5960
C -2.9863 -1.0420 -0.0584
C -3.7954 -2.3759 -0.0179
C -3.6925 -3.1568 1.3259
C -2.1648 -3.4077 1.5367
C -1.3157 -2.0822 1.6660
N -1.5719 -1.2537 0.4429
O -0.7180 -0.0695 0.3149
C 0.2106 -2.5044 1.7288
C -1.7095 -1.3543 2.9799
C -3.7755 0.0640 0.6712
H -2.2493 -1.2496 -2.1744
H -2.6692 0.3601 -1.7852
H -3.9538 -0.8254 -2.0374
H -3.4835 -3.0010 -0.8546
H -4.8750 -2.2602 -0.1144
H -4.1406 -4.1433 1.2065
H -4.1927 -2.6173 2.1301
H -1.8577 -4.0197 0.6886
H -2.1428 -4.0432 2.4221
H 0.3595 -3.2754 2.4847
H 0.8379 -1.6255 1.8773
H 0.4388 -2.9602 0.7653
H -1.6300 -1.9910 3.8610
H -2.7042 -0.9214 2.8732
H -1.0103 -0.5243 3.0819
H -3.1125 0.8466 1.0402
H -4.3401 -0.3282 1.5170
H -4.3499 0.5970 -0.0864
C 4.1636 0.9552 -1.4915
O 3.0186 1.5715 -0.8976
C 3.3508 2.8358 -0.3483
C 2.0486 3.5942 0.0157
N 0.9409 2.7654 0.4806
C 0.9876 2.4673 1.8977
C 2.0938 1.5144 2.3341
O 2.1582 0.3867 1.4675
C 3.2556 -0.4706 1.7294
H 3.8519 0.2059 -2.2191
H 4.7603 0.4860 -0.7092
H 4.8652 1.6705 -1.9206
H 3.9079 3.4605 -1.0465
H 3.9644 2.8419 0.5526
H 1.8618 4.1658 -0.8934
H 2.3457 4.2996 0.7917
H 0.1424 3.3838 0.4831
H 0.0804 2.0278 2.3121
H 1.0837 3.4095 2.4372
H 1.8917 1.2304 3.3669
H 3.0883 1.9601 2.3561
H 4.2342 0.0084 1.6955
H 3.3215 -1.2563 0.9768
H 3.2556 -1.0207 2.6705
C 0.9999 -1.7066 -2.0749
O 1.8339 -0.9697 -1.1873
H 0.6601 -2.6208 -1.5883
H 0.0917 -1.1609 -2.3308
H 1.4938 -1.9878 -3.0050
H 2.6762 -1.4302 -1.1958
C -0.9040 1.5439 -4.0522
C -0.4247 2.1850 -2.7609
O 0.7039 1.4453 -2.2828
H -1.3724 0.5663 -3.9383
H -0.1466 1.4851 -4.8339
H -1.7514 2.1286 -4.4102
H -1.1841 2.2666 -1.9832
H -0.1339 3.2282 -2.8838
H 1.2593 1.5614 -3.0571
*
```